Below is a structure of composition C18H11Co2NO6 in a non-equilibrium geometry, with properties calculated with ωB97M-V/def2-TZVPD.

Cartesian coordinates (Å):
C -0.02225 -1.30429 2.78010
C -0.43566 -0.35954 1.59992
C 0.58637 0.70600 1.46530
N 1.41595 1.53296 1.41844
C -1.82394 0.27398 1.84571
C -2.90248 -0.57601 2.13639
C -4.16915 -0.04278 2.36648
C -4.37621 1.33958 2.28839
C -3.31806 2.19203 1.95722
C -2.04240 1.64909 1.70624
H -0.60093 -1.03555 3.67588
H -0.21991 -2.35335 2.51694
H 1.05067 -1.21122 3.00348
H -2.73585 -1.65594 2.16981
H -5.00646 -0.70160 2.58947
H -5.35857 1.77029 2.48319
H -3.45564 3.27496 1.86848
H -1.22117 2.31179 1.41495
O 4.87722 -2.35780 -0.92057
C 4.16102 -1.56431 -1.35817
Co 3.14428 -0.42435 -2.23543
C 3.63124 1.13485 -1.51829
O 4.08431 2.13209 -1.15709
C 4.28793 -0.74995 -3.51583
O 5.02121 -0.97573 -4.37901
C 1.62397 -1.30317 -1.28390
C 0.57370 -0.76668 -0.64295
C -0.51091 -1.07490 0.26976
Co 0.82194 0.07428 -2.23092
C 0.56843 1.78324 -1.83332
O 0.35585 2.90411 -1.63505
C -0.52278 -0.17123 -3.33401
O -1.40615 -0.35634 -4.06353
C 2.04485 0.39307 -3.63269
O 2.13148 0.86451 -4.70404
H 1.78517 -2.39758 -1.30569
H -1.45304 -0.79562 -0.24803
H -0.58402 -2.15888 0.44238

The calculation puts the HOMO energy at 1.64 eV. The frontier orbital gap is 2.99 eV. The net charge is -2. The total energy is -107868.65177 eV.

For reference, the natural (NBO) charges in units of e are:
1. C -0.59
2. C -0.22
3. C 0.35
4. N -0.37
5. C 0.03
6. C -0.17
7. C -0.24
8. C -0.25
9. C -0.21
10. C -0.21
11. H 0.20
12. H 0.21
13. H 0.23
14. H 0.21
15. H 0.20
16. H 0.19
17. H 0.20
18. H 0.25
19. O -0.61
20. C 0.54
21. Co -0.13
22. C 0.53
23. O -0.58
24. C 0.51
25. O -0.60
26. C -0.53
27. C -0.20
28. C -0.48
29. Co -0.14
30. C 0.46
31. O -0.64
32. C 0.46
33. O -0.64
34. C 0.38
35. O -0.66
36. H 0.15
37. H 0.21
38. H 0.15

=====

Below is a structure of composition C18H11F10N3SV, with properties calculated with ωB97M-V/def2-TZVPD.

Cartesian coordinates (Å):
V 0.09535 -0.26018 -0.42183
C -2.44221 -1.33128 0.67151
N -1.31382 -1.83730 -0.15392
C -0.61146 -2.91877 0.56681
C 0.12605 -2.29253 1.74151
N 0.60124 -0.97599 1.29465
C 1.58244 -0.32123 2.01360
C 2.01173 0.89928 1.48269
F 1.37696 1.26941 0.30609
C 2.96999 1.71240 2.01870
F 3.31246 2.84407 1.44016
C 3.57480 1.29139 3.20473
F 4.49927 2.02903 3.76131
C 3.18713 0.09034 3.78930
F 3.75179 -0.29593 4.91031
C 2.21105 -0.70531 3.20848
F 1.87186 -1.82461 3.82992
C -1.82298 -2.25585 -1.48902
C -2.13867 -0.97621 -2.25422
N -1.06562 -0.09195 -1.83051
C -0.93211 1.28951 -1.98372
C 0.12795 1.83469 -2.73822
F 0.98409 1.01586 -3.33728
C 0.28829 3.19718 -2.88606
F 1.29361 3.68551 -3.58263
C -0.62972 4.05677 -2.29130
F -0.48823 5.34644 -2.43015
C -1.70741 3.56069 -1.55058
F -2.55806 4.39420 -0.99285
C -1.84539 2.20155 -1.40547
F -2.85906 1.71732 -0.69671
H -3.15007 -2.14030 0.86444
H -2.95941 -0.52905 0.15344
H -2.08080 -0.95107 1.62433
H 0.10279 -3.36937 -0.12353
H -1.30421 -3.69534 0.89822
H 0.95409 -2.93188 2.04222
H -0.51285 -2.17211 2.61946
H -2.68750 -2.91495 -1.39284
H -1.02352 -2.80005 -1.99270
H -3.12083 -0.56675 -2.01056
H -2.10871 -1.14798 -3.33134
S 2.78468 -1.89030 -2.13678
C 1.65502 -1.23935 -1.40967

The calculation puts the HOMO energy (alpha / beta) at -15.18 / -15.42 eV. Its spin multiplicity is 2. The frontier orbital gap (alpha / beta) is 6.29 / 7.14 eV. The net charge is +2. The total energy is -86992.69628 eV. As for the expectation value of S²: 1.233.

For reference, the natural (NBO) charges in units of e are:
1. V 1.24
2. C -0.45
3. N -0.41
4. C -0.23
5. C -0.26
6. N -0.46
7. C -0.01
8. C 0.33
9. F -0.31
10. C 0.30
11. F -0.25
12. C 0.35
13. F -0.23
14. C 0.30
15. F -0.24
16. C 0.36
17. F -0.27
18. C -0.22
19. C -0.25
20. N -0.52
21. C -0.15
22. C 0.44
23. F -0.28
24. C 0.26
25. F -0.25
26. C 0.38
27. F -0.23
28. C 0.27
29. F -0.24
30. C 0.42
31. F -0.28
32. H 0.24
33. H 0.24
34. H 0.22
35. H 0.22
36. H 0.24
37. H 0.25
38. H 0.24
39. H 0.24
40. H 0.22
41. H 0.22
42. H 0.25
43. S 0.62
44. C -0.33

=====

Below is a structure of composition C18H11N5PtS2 in a non-equilibrium geometry, with properties calculated with ωB97M-V/def2-TZVPD.

Cartesian coordinates (Å):
Pt 0.52110 -0.44284 0.29932
N 3.13509 1.59730 0.45477
C 3.29371 0.59110 -0.48030
C 4.56498 0.49585 -1.06725
C 4.82995 -0.51732 -1.95055
C 3.82393 -1.43261 -2.24648
C 2.60399 -1.27140 -1.64457
N 2.32279 -0.27171 -0.77346
C 2.07228 2.08313 1.19766
C 2.25926 3.32207 1.82253
C 1.22422 3.87767 2.53186
C 0.01089 3.20203 2.59482
C -0.09342 1.98528 1.96862
N 0.92747 1.41166 1.29283
H 3.96244 2.16083 0.55194
H 5.32587 1.21918 -0.80526
H 5.80916 -0.60118 -2.40237
H 3.97995 -2.25177 -2.93182
H 1.78333 -1.94158 -1.85096
H 3.20856 3.83265 1.72829
H 1.35270 4.83555 3.01794
H -0.83875 3.60814 3.12281
H -1.00396 1.40523 1.99463
S -1.21666 -1.03596 1.63342
C -2.49052 -1.44809 0.50370
C -3.79067 -1.63957 0.96201
C -4.80501 -2.00266 0.08984
C -6.13884 -2.17241 0.59280
N -7.19754 -2.30225 1.02049
C -4.51376 -2.19115 -1.27130
C -3.21636 -2.01705 -1.72522
C -2.19945 -1.64261 -0.85005
S -0.58009 -1.40237 -1.46026
C -5.54548 -2.55061 -2.20305
N -6.36956 -2.82777 -2.95442
H -4.01619 -1.49919 2.01114
H -2.99541 -2.16559 -2.77409

The calculation puts the HOMO energy at -7.30 eV. The frontier orbital gap is 6.82 eV. The net charge is 0. The total energy is -51213.71138 eV.

For reference, the natural (NBO) charges in units of e are:
1. Pt 0.57
2. N -0.56
3. C 0.41
4. C -0.28
5. C -0.13
6. C -0.28
7. C 0.08
8. N -0.50
9. C 0.39
10. C -0.28
11. C -0.13
12. C -0.28
13. C 0.08
14. N -0.51
15. H 0.40
16. H 0.22
17. H 0.23
18. H 0.24
19. H 0.24
20. H 0.22
21. H 0.23
22. H 0.24
23. H 0.25
24. S -0.13
25. C -0.17
26. C -0.17
27. C -0.17
28. C 0.28
29. N -0.30
30. C -0.09
31. C -0.18
32. C -0.19
33. S -0.17
34. C 0.28
35. N -0.30
36. H 0.23
37. H 0.23

=====

Below is a cluster of 2 separate species, C18H11NO6 in total in a non-equilibrium geometry, with properties calculated with ωB97M-V/def2-TZVPD.

Cartesian coordinates (Å):
N -4.21382 -2.54679 -0.05877
C -3.78966 -1.62800 -0.60265
O -3.15521 -0.62279 -1.26309
C -1.83672 -0.55426 -0.72711
C -1.64175 -0.11405 0.68061
C -0.29061 -0.00995 1.26944
C 0.91586 -0.32078 0.45906
C 0.68728 -0.73557 -0.92174
C -0.66086 -0.86737 -1.54177
C -0.73992 -1.30030 -3.05519
O -1.53993 -2.10571 -3.46531
C 0.35114 -0.62316 -3.96509
C 0.06008 -0.15218 -5.32608
C 1.16300 0.50367 -6.04801
C 2.50455 0.69003 -5.44822
C 2.79182 0.17049 -4.08852
C 1.70056 -0.48909 -3.34570
C 1.89580 -1.04303 -1.88431
O 2.86933 -1.67620 -1.55112
H -2.52408 0.16259 1.32023
H -0.15176 0.33845 2.31352
H 1.95671 -0.24510 0.86784
H -0.95581 -0.28786 -5.76090
H 0.97940 0.90645 -7.07036
H 3.31626 1.21689 -6.01006
H 3.79616 0.29327 -3.60376
C -0.28533 0.38346 6.54214
C 0.24150 1.76852 6.29330
O -0.08058 1.98812 4.92305
C -1.12241 1.17025 4.61693
O -1.74293 1.22401 3.60000
O -1.36512 0.28488 5.61807
H -0.63511 0.24619 7.56466
H 0.44914 -0.39238 6.31130
H -0.26296 2.52439 6.90047
H 1.31599 1.84293 6.45715

The calculation puts the HOMO energy at -9.38 eV. The SMILES is N#COc1cccc2c1C(=O)c1ccccc1C2=O.O=C1OCCO1. The frontier orbital gap is 8.64 eV. The net charge is 0. The total energy is -32615.31508 eV.

For reference, the natural (NBO) charges in units of e are:
1. N -0.37
2. C 0.53
3. O -0.46
4. C 0.30
5. C -0.23
6. C -0.17
7. C -0.18
8. C -0.10
9. C -0.15
10. C 0.56
11. O -0.48
12. C -0.11
13. C -0.18
14. C -0.20
15. C -0.20
16. C -0.18
17. C -0.12
18. C 0.56
19. O -0.50
20. H 0.26
21. H 0.24
22. H 0.24
23. H 0.24
24. H 0.23
25. H 0.23
26. H 0.24
27. C -0.10
28. C -0.10
29. O -0.48
30. C 0.97
31. O -0.58
32. O -0.48
33. H 0.21
34. H 0.19
35. H 0.19
36. H 0.21

=====

Below is a structure of composition C18H12CeF9IN2O3 in a non-equilibrium geometry, with properties calculated with ωB97M-V/def2-TZVPD.

Cartesian coordinates (Å):
Ce -1.53632 0.20681 0.70666
C -3.04501 -3.84650 -0.24209
C -1.58518 -3.58637 -0.41075
N -0.89335 -4.35133 -1.20832
C 0.40309 -4.12183 -1.40133
C 1.10169 -3.12157 -0.76413
C 2.53328 -2.82510 -1.13504
O 2.68796 -1.46066 -1.49610
C 0.41400 -2.26767 0.14599
C 1.15310 -1.29192 0.90001
N 0.57698 -0.27565 1.47505
C 1.24625 0.81905 2.02299
C 2.51780 1.22856 1.59150
C 3.06581 2.42663 2.00984
C 2.36429 3.25011 2.87472
C 1.11449 2.86693 3.34407
C 0.58121 1.67009 2.91823
I -1.40700 1.10051 3.63711
C -1.00739 -2.47440 0.29590
O -1.76450 -1.75179 1.06113
H -3.32498 -4.71450 -0.83082
H -3.62929 -2.97938 -0.56060
H -3.27066 -4.02429 0.80917
H 0.88852 -4.78191 -2.10799
H 2.84227 -3.49340 -1.94577
H 3.20112 -3.00143 -0.28650
H 2.47753 -1.36156 -2.43078
H 2.23100 -1.44287 0.99516
H 3.04893 0.61731 0.87822
H 4.03480 2.73149 1.64511
H 2.77757 4.19448 3.18809
H 0.56420 3.50059 4.02258
F -3.39359 1.08565 -0.62970
C -2.93787 2.20810 -1.35599
F -3.67015 3.21332 -0.95309
F -3.18043 1.93458 -2.62287
C -1.42576 2.35163 -0.99299
O -1.27352 2.20053 0.31799
C -0.62981 1.19272 -1.72434
F -1.35321 0.00141 -1.65292
F 0.46038 0.90612 -0.96720
F -0.24623 1.35200 -2.96046
C -0.82865 3.72683 -1.45171
F 0.48284 3.70445 -1.20738
F -1.00441 3.97322 -2.74747
F -1.36177 4.71103 -0.75316

The calculation puts the HOMO energy (alpha / beta) at -11.40 / -11.66 eV. Its spin multiplicity is 2. The frontier orbital gap (alpha / beta) is 7.40 / 7.64 eV. The net charge is +1. The total energy is -73465.42621 eV. As for the expectation value of S²: 0.751.

For reference, the Löwdin charges in units of e are:
1. Ce 1.03
2. C 0.00
3. C -0.25
4. N 0.14
5. C -0.07
6. C -0.13
7. C -0.19
8. O -0.05
9. C -0.06
10. C 0.00
11. N -0.07
12. C -0.31
13. C 0.01
14. C -0.04
15. C -0.05
16. C -0.11
17. C -0.47
18. I 1.20
19. C -0.27
20. O -0.23
21. H 0.09
22. H 0.09
23. H 0.09
24. H 0.12
25. H 0.13
26. H 0.13
27. H 0.10
28. H 0.15
29. H 0.12
30. H 0.12
31. H 0.12
32. H 0.11
33. F 0.05
34. C -0.49
35. F 0.25
36. F 0.23
37. C -0.30
38. O -0.23
39. C -0.48
40. F 0.08
41. F 0.16
42. F 0.26
43. C -0.56
44. F 0.19
45. F 0.20
46. F 0.21

=====

- Which of these has the lowest net charge?
  C18H11Co2NO6

=====

- What is the formula in the fourth record?
  C18H11NO6

=====

- What is the net charge in the fourth record?
  0